No. 1
Computed, not measured: H12Li5O14S2 as an isolated structure in a non-equilibrium geometry, with ωB97M-V/def2-TZVPD.

```
33
Properties=species:S:1:pos:R:3
Li -2.521 2.025 -0.583
Li -2.699 -1.129 -1.180
Li 0.043 2.536 -1.991
Li -0.246 1.475 2.611
Li -2.708 -0.330 2.004
S -1.052 3.844 0.784
O -0.570 3.885 -0.566
O -2.389 3.307 0.759
O -0.106 3.058 1.564
O -1.069 5.156 1.357
S -0.288 -0.104 -0.147
O -0.839 -1.371 -0.697
O -0.489 0.037 1.261
O 1.127 -0.177 -0.324
O -0.814 1.033 -0.901
O 3.189 -1.656 0.251
H 3.266 -2.119 -0.583
H 2.545 -0.967 0.084
O 0.680 -1.831 3.230
H 0.534 -1.125 2.600
H 1.536 -1.638 3.612
O 1.766 -0.546 -2.746
H 1.625 -0.601 -1.801
H 0.886 -0.490 -3.117
O 2.157 2.086 -1.549
H 2.770 1.572 -2.074
H 1.861 1.484 -0.867
O -2.294 -2.185 1.666
H -2.046 -2.767 2.384
H -1.782 -2.494 0.919
O -0.586 -3.356 -2.362
H -1.011 -4.014 -1.812
H -0.476 -2.598 -1.787
```

Properties
total charge	0
HOMO level (spin up / spin down)	-5.75 / -8.22	eV
frontier orbital gap (spin up / spin down)	4.3144 / 6.5252	eV
2S+1	2

---

No. 2
Computed, not measured: a 2-piece molecular cluster, CH4OS overall in a non-equilibrium geometry, with ωB97M-V/def2-TZVPD.

```
7
Properties=species:S:1:pos:R:3
C 0.576 -0.479 0.575
O -0.156 0.610 -1.743
S -0.113 2.092 -1.495
H -0.030 0.446 0.903
H 1.606 -0.400 0.195
H 0.113 -1.378 0.424
H -1.168 2.164 -0.427
```

Properties
total charge	0
energy above the lowest of the compared OMol25 structures with the same formula, charge and spin	79.3	kcal/mol
HOMO level (spin up / spin down)	-8.46 / -9.48	eV
frontier orbital gap (spin up / spin down)	7.1574 / 9.7862	eV

---

No. 3
Computed, not measured: one molecule with the formula C7H12S in a non-equilibrium geometry, with ωB97M-V/def2-TZVPD.

```
20
Properties=species:S:1:pos:R:3
C -0.651 -1.943 -0.791
C -1.225 -0.885 -0.135
C -2.315 -0.883 0.793
C -0.509 0.381 -0.224
C -1.245 1.743 -0.318
C 0.772 0.457 -0.155
S 1.934 -0.890 -0.023
C 3.496 0.132 0.291
H -0.829 -2.957 -0.415
H 0.134 -1.534 -1.616
H -2.255 0.096 1.665
H -2.583 -1.877 1.189
H -3.203 -0.490 0.024
H -0.472 2.573 -0.716
H -2.078 1.665 -0.964
H -1.750 1.938 0.686
H 1.149 1.551 -0.493
H 3.395 0.731 1.115
H 4.405 -0.530 0.677
H 3.829 0.721 -0.593
```

Properties
total charge	0
SMILES string	C=C(C)/C(C)=C\SC
energy above the lowest of the compared OMol25 structures with the same formula, charge and spin	100.0	kcal/mol
HOMO level	-8.02	eV
frontier orbital gap	8.9421	eV

---

No. 4
Computed, not measured: C35H25CoF4N6O2 as an isolated structure, with ωB97M-V/def2-TZVPD.

```
73
Properties=species:S:1:pos:R:3
Co -1.345 -1.322 0.412
C -0.630 -0.132 3.086
N -1.500 -1.197 2.579
C -2.881 -0.949 2.999
C -1.051 -2.529 3.065
C -0.954 -3.555 1.961
C -0.683 -4.886 2.261
C -0.586 -5.825 1.248
C -0.762 -5.435 -0.074
C -1.032 -4.108 -0.376
C -1.129 -3.165 0.641
H -0.618 -0.109 4.182
H -0.992 0.833 2.728
H 0.380 -0.279 2.710
H -2.966 -0.888 4.091
H -3.521 -1.754 2.640
H -3.232 -0.008 2.574
H -1.748 -2.881 3.833
H -0.086 -2.414 3.565
H -0.555 -5.194 3.292
H -0.380 -6.858 1.487
H -0.691 -6.167 -0.867
H -1.169 -3.816 -1.412
F -7.400 1.632 -1.890
C -6.287 2.331 -1.688
C -6.269 3.648 -1.966
F -7.366 4.222 -2.433
C -5.093 4.494 -1.758
C -3.947 3.776 -1.196
C -3.972 2.462 -0.921
F -2.865 1.888 -0.411
C -5.134 1.609 -1.168
C -5.158 0.257 -0.943
C -4.031 -0.481 -0.436
N -3.184 -1.167 -0.059
C -6.291 -0.592 -1.181
N -7.140 -1.334 -1.383
F -2.831 4.464 -0.961
C -5.065 5.824 -2.056
C -3.919 6.668 -1.843
N -3.035 7.373 -1.646
C -6.170 6.545 -2.627
N -6.997 7.187 -3.095
C 4.285 2.815 -0.296
O 4.365 1.484 0.201
C 5.567 0.861 0.166
C 6.742 1.415 -0.329
C 7.927 0.692 -0.289
C 7.961 -0.590 0.239
C 6.789 -1.155 0.711
C 5.601 -0.444 0.661
N 4.429 -1.044 1.201
C 3.203 -1.113 0.726
C 2.709 -0.819 -0.552
C 3.529 -0.632 -1.701
C 2.980 -0.546 -2.943
C 1.573 -0.640 -3.080
C 0.754 -0.806 -2.005
C 1.286 -0.875 -0.685
O 0.542 -0.984 0.351
H 3.256 3.126 -0.141
H 4.519 2.844 -1.363
H 4.958 3.478 0.252
H 6.741 2.415 -0.733
H 8.830 1.143 -0.672
H 8.884 -1.149 0.276
H 6.786 -2.161 1.110
H 4.567 -1.479 2.105
H 2.481 -1.508 1.433
H 4.602 -0.601 -1.590
H 3.603 -0.431 -3.816
H 1.138 -0.585 -4.070
H -0.321 -0.883 -2.130
```

Properties
total charge	+1
energy above the lowest of the compared OMol25 structures with the same formula, charge and spin	0.0	kcal/mol
HOMO level (spin up / spin down)	-10.74 / -10.57	eV
frontier orbital gap (spin up / spin down)	5.0376 / 4.8496	eV
2S+1	2

---

No. 5
Computed, not measured: an isolated ion of composition C4H8N2 and charge +2 in a non-equilibrium geometry, with ωB97M-V/def2-TZVPD.

```
14
Properties=species:S:1:pos:R:3
C 1.890 0.346 0.129
N 0.461 0.106 0.094
C -0.526 1.005 0.134
C -1.774 0.225 -0.260
N -1.305 -1.132 -0.385
C -0.044 -1.163 -0.271
H 2.060 0.373 -0.980
H 2.501 -0.528 0.425
H 2.250 1.246 0.686
H -0.405 1.996 0.530
H -2.658 0.216 0.423
H -2.420 0.509 -1.207
H -1.898 -1.923 -0.728
H 0.401 -2.138 -0.400
```

Properties
total charge	+2
SMILES string	C[N+]1=CC[NH+]=C1
energy above the lowest of the compared OMol25 structures with the same formula, charge and spin	0.0	kcal/mol
HOMO level	-21.98	eV
frontier orbital gap	10.5333	eV

---

Quick rundown of molecular weight, same order as above: 334.92, 64.11, 128.24, 696.55, 84.12 g mol⁻¹